ORCA calculation (ωB97M-V/def2-TZVPD) on a cluster of 2 separate species, C4H7NO in total.

Bonds (Å) are listed after each position.
Cartesian coordinates (Å):
1 C -0.55494 -1.65901 1.13303  O2 1.442, H7 1.090, H8 1.091, H9 1.090
2 O -1.56875 -0.73852 0.68100  C1 1.442, C3 1.295
3 C -1.49582 -0.34846 -0.55193  O2 1.295, H10 1.119
4 C 0.98778 1.58192 -1.12623  C5 1.461, H11 1.094, H12 1.092, H13 1.092
5 C 1.51643 0.90191 0.05400  C4 1.461, N6 1.157
6 N 1.92206 0.35176 0.98754  C5 1.157
7 H 0.24511 -1.71035 0.39441  C1 1.090
8 H -1.04295 -2.62628 1.26429  C1 1.091
9 H -0.17775 -1.28489 2.08533  C1 1.090
10 H -2.38759 0.32175 -0.63889  C3 1.119
11 H -0.01725 1.19597 -1.32277  C4 1.094
12 H 0.96497 2.66181 -0.96482  C4 1.092
13 H 1.60869 1.35240 -1.99496  C4 1.092

Its energy above the lowest of the compared OMol25 structures with the same formula, charge and spin is 4.1937 eV. The calculation puts the HOMO energy at -8.84 eV. The value obtained for the largest force on an atom is 1.2 eV/Å.

These are the Löwdin partial charges, in e, on atoms 1 to 6: C -0.09; O -0.19; C 0.02; C -0.07; C -0.28; N 0.14